No. 1
Molecular formula: C4H4N2O
Method: DFT, the ωB97M-V functional and the def2-TZVPD basis

Output
Energy relative to the best compared isomer or geometry (same formula, charge and spin), eV: 0.5222
HOMO-LUMO gap, eV: 9.9
LUMO, Eh: 0.0166
E_HOMO, Ha: -0.347

Last column: natural (NBO) charge in e.
Element x y z (Å)
H: -1.324 1.226 -1.629  0.24
C: -0.743 -0.605 -0.685  0.02
C: -0.684 0.715 -0.916  -0.36
C: 1.142 -0.409 0.752  0.28
H: 1.854 -0.929 1.387  0.19
O: -0.310 2.444 0.663  -0.54
N: 0.085 -1.152 0.286  -0.58
N: 1.283 0.845 0.536  -0.49
C: 0.094 1.458 0.094  0.61
H: -1.429 -1.290 -1.172  0.22
H: 0.118 -2.149 0.409  0.41

=====

No. 2
Molecular formula: C5H10O2
Method: DFT, the ωB97M-V functional and the def2-TZVPD basis

Output
Energy relative to the best compared isomer or geometry (same formula, charge and spin), eV: 2.5026
HOMO-LUMO gap, eV: 10.8
LUMO, Eh: 0.0337
E_HOMO, Ha: -0.363

Last column: natural (NBO) charge in e.
Element x y z (Å)
C: 1.622 -0.372 0.537  -0.57
H: -2.504 -1.342 0.178  0.21
H: -2.498 0.415 0.397  0.20
O: 2.207 1.799 0.587  -0.58
H: -2.766 -0.272 -1.219  0.22
H: -0.142 -1.370 1.275  0.22
H: -0.189 0.382 1.387  0.20
C: -0.711 -0.352 -0.555  0.09
C: 2.097 0.842 -0.169  0.44
C: -2.209 -0.395 -0.286  -0.63
H: -0.632 1.586 -0.727  0.47
H: 1.971 0.288 1.445  0.30
O: -0.357 0.831 -1.267  -0.72
H: 2.435 0.913 -1.208  0.15
H: -0.432 -1.170 -1.230  0.17
C: 0.103 -0.449 0.729  -0.41
H: 2.006 -1.336 0.126  0.23

=====

No. 3
Molecular formula: C17H39BrN7P
Method: DFT, the ωB97M-V functional and the def2-TZVPD basis

Output
HOMO-LUMO gap, eV: 6.7
LUMO, Eh: -0.0419
E_HOMO, Ha: -0.288

Last column: natural (NBO) charge in e.
Element x y z (Å)
H: 3.704 -0.269 8.643  0.19
H: 0.903 -1.851 4.005  0.39
H: 5.729 0.698 5.931  0.19
H: 2.488 0.786 7.946  0.16
H: 1.989 -1.035 -2.106  0.24
H: -0.948 0.105 -7.422  0.21
C: -0.020 -0.017 -0.555  0.35
H: -0.445 -1.313 -6.516  0.21
N: 0.430 -1.165 -0.054  -0.19
C: -3.235 1.543 -6.753  -0.22
N: 3.931 -0.054 6.611  -0.45
H: 4.452 2.806 6.096  0.20
H: -2.422 -1.276 -5.112  0.19
C: 0.344 0.373 -1.956  -0.45
C: 1.208 -0.616 -2.739  -0.43
H: 5.626 0.451 7.661  0.19
N: 0.099 -1.468 1.177  -0.16
C: -1.004 -0.379 -6.447  -0.62
H: 1.554 -1.412 8.636  0.21
C: 5.071 0.825 6.795  -0.20
H: 2.624 -2.237 7.493  0.21
H: -6.298 -0.761 -4.977  0.21
H: 5.721 2.820 7.315  0.21
H: -4.807 1.261 -4.656  0.19
C: -2.435 -0.665 -6.020  -0.21
C: 4.801 2.320 7.006  -0.63
H: -0.587 0.566 -2.496  0.24
H: -2.227 1.939 -6.899  0.19
H: 1.561 1.252 5.957  0.21
H: -1.645 0.175 3.993  -0.06
H: -0.616 -1.456 -3.569  0.21
N: -3.176 0.541 -5.699  -0.46
C: 3.253 0.027 5.328  -0.22
H: -2.920 -1.284 -6.792  0.16
H: -2.231 -1.837 3.404  -0.07
N: 0.028 -1.645 4.468  -1.30
C: 0.429 -1.728 -3.441  -0.43
H: -5.140 -1.415 -6.129  0.20
H: 1.712 -0.044 -3.521  0.22
Br: 0.432 -3.449 -2.540  -0.01
H: -3.302 0.194 -8.469  0.20
H: 0.847 -1.929 -4.422  0.22
C: -4.414 0.293 -4.977  -0.20
H: -4.856 0.940 -8.103  0.20
H: -3.828 2.377 -6.370  0.20
H: 2.720 -0.914 5.175  0.20
N: -1.107 0.556 1.348  -0.17
H: 4.057 2.486 7.787  0.20
C: 2.085 -1.308 7.689  -0.63
H: 2.738 2.135 4.977  0.20
C: 2.254 1.170 5.118  -0.63
H: -3.578 1.887 -8.857  0.21
C: -0.665 -0.604 1.838  -0.01
H: 1.338 -1.177 6.905  0.23
H: 4.024 0.067 4.553  0.19
H: 1.655 0.962 4.229  0.20
H: 0.848 1.339 -1.881  0.24
P: -1.081 -1.038 3.569  1.34
C: 3.058 -0.140 7.770  -0.21
C: -5.519 -0.490 -5.692  -0.64
H: -4.146 -0.246 -4.062  0.19
H: -0.513 0.268 -5.716  0.20
N: -0.776 0.858 0.124  -0.18
H: -5.989 0.092 -6.483  0.20
C: -3.781 1.110 -8.118  -0.64

=====

Q: What is the E_HOMO in the third record?
A: -0.288 Ha

=====

Copy entry 2 word for word.
Molecular formula: C5H10O2
Method: DFT, the ωB97M-V functional and the def2-TZVPD basis

Output
Energy relative to the best compared isomer or geometry (same formula, charge and spin), eV: 2.5026
HOMO-LUMO gap, eV: 10.8
LUMO, Eh: 0.0337
E_HOMO, Ha: -0.363

Last column: natural (NBO) charge in e.
Element x y z (Å)
C: 1.622 -0.372 0.537  -0.57
H: -2.504 -1.342 0.178  0.21
H: -2.498 0.415 0.397  0.20
O: 2.207 1.799 0.587  -0.58
H: -2.766 -0.272 -1.219  0.22
H: -0.142 -1.370 1.275  0.22
H: -0.189 0.382 1.387  0.20
C: -0.711 -0.352 -0.555  0.09
C: 2.097 0.842 -0.169  0.44
C: -2.209 -0.395 -0.286  -0.63
H: -0.632 1.586 -0.727  0.47
H: 1.971 0.288 1.445  0.30
O: -0.357 0.831 -1.267  -0.72
H: 2.435 0.913 -1.208  0.15
H: -0.432 -1.170 -1.230  0.17
C: 0.103 -0.449 0.729  -0.41
H: 2.006 -1.336 0.126  0.23